Entry 1:
87
Properties=species:S:1:pos:R:3 method="wB97M-V/def2-TZVPD" homo_lumo_gap_ev="4.084 / 4.888" multiplicity=4 lumo_energy_ev="1.9 / -0.1" charge=-1 e_homo_ev="-2.19 / -5.02"
Ti -0.960 1.325 0.443
N -1.125 -0.558 -2.847
C -2.489 -0.962 -3.198
C -3.571 -0.131 -2.505
C -3.423 0.094 -1.015
O -4.197 -0.421 -0.229
O -2.382 0.827 -0.661
H -1.007 0.448 -2.919
H -0.457 -1.003 -3.459
H -2.615 -2.012 -2.917
H -2.685 -0.889 -4.271
H -4.526 -0.626 -2.652
H -3.589 0.862 -2.957
C 6.267 -2.275 -1.727
C 5.097 -2.042 -2.697
C 5.543 -1.044 -3.765
C 4.729 -3.365 -3.386
C 3.893 -1.544 -1.916
C 3.323 -0.289 -2.133
C 2.218 0.084 -1.418
Br 1.533 1.784 -1.656
C 1.540 -0.807 -0.469
O 0.421 -0.535 -0.023
C 2.262 -2.041 -0.134
C 3.350 -2.358 -0.893
C 1.902 -3.004 1.012
C 3.151 -3.201 1.893
C 1.468 -4.352 0.417
C 0.782 -2.504 1.925
H 7.148 -2.612 -2.280
H 6.025 -3.034 -0.978
H 6.521 -1.351 -1.199
H 6.391 -1.457 -4.315
H 5.859 -0.095 -3.322
H 4.742 -0.841 -4.482
H 5.577 -3.727 -3.974
H 3.877 -3.227 -4.058
H 4.465 -4.138 -2.660
H 3.726 0.408 -2.855
H 3.850 -3.298 -0.686
H 3.970 -3.689 1.358
H 2.894 -3.826 2.752
H 3.510 -2.238 2.265
H 2.250 -4.794 -0.207
H 0.572 -4.227 -0.198
H 1.237 -5.056 1.224
H 0.956 -1.486 2.278
H 0.717 -3.165 2.794
H -0.170 -2.516 1.406
O 1.622 2.593 3.146
C 0.668 2.496 2.391
O 0.651 1.707 1.305
C -0.601 3.192 2.590
C -0.768 4.107 3.633
C -1.937 4.796 3.757
C -2.988 4.583 2.790
C -4.185 5.304 2.829
C -5.191 5.088 1.904
C -5.013 4.109 0.931
C -3.846 3.371 0.878
C -2.796 3.602 1.778
N -1.616 2.882 1.692
H 0.065 4.242 4.312
H -2.090 5.509 4.560
H -4.313 6.048 3.611
H -6.104 5.672 1.939
H -5.787 3.925 0.196
H -3.724 2.614 0.124
C -3.279 -2.965 2.816
N -2.567 -1.698 2.770
C -2.275 -0.853 3.828
C -1.625 0.205 3.289
N -1.507 0.011 1.925
C -2.079 -1.137 1.666
H -3.883 -3.002 3.718
H -2.587 -3.806 2.821
H -3.934 -3.040 1.953
H -2.556 -1.076 4.845
H -1.236 1.083 3.777
H -2.142 -1.599 0.696
F -0.998 3.180 -0.932
As -1.586 3.876 -2.476
F -1.168 2.378 -3.248
F -3.163 3.244 -2.206
F -2.065 4.542 -3.976
F -1.991 5.297 -1.631
F 0.029 4.423 -2.709

=====

Entry 2:
37
Properties=species:S:1:pos:R:3 method="wB97M-V/def2-TZVPD" homo_lumo_gap_ev="7.492 / 5.263" multiplicity=2 lumo_energy_ev="2.0 / 1.8" charge=-1 e_homo_ev="-5.50 / -3.48"
V 0.051 -0.028 -0.024
O 6.375 -1.170 -2.381
C 5.774 -1.952 -1.646
O 6.082 -3.050 -1.182
C 4.321 -1.468 -1.242
C 3.491 -2.279 -0.476
C 2.211 -1.844 -0.160
N 1.754 -0.629 -0.552
C 2.514 0.104 -1.403
C 3.802 -0.281 -1.748
C 1.724 1.199 -1.921
C 2.192 2.310 -2.619
C 1.284 3.272 -3.014
C -0.062 3.086 -2.702
C -0.454 1.959 -2.004
N 0.414 1.028 -1.616
C 1.139 -2.569 0.484
C 1.254 -3.735 1.236
C 0.113 -4.276 1.795
C -1.106 -3.633 1.576
C -1.143 -2.476 0.821
N -0.048 -1.945 0.282
H 3.871 -3.238 -0.162
H 4.422 0.300 -2.412
H 3.250 2.407 -2.813
H 1.613 4.144 -3.560
H -0.796 3.821 -2.994
H -1.485 1.786 -1.713
H 2.228 -4.176 1.387
H 0.166 -5.181 2.382
H -2.015 -4.030 1.998
H -2.063 -1.927 0.648
O -2.237 1.775 2.223
S -1.333 1.074 1.356
O -2.004 0.428 0.180
O -0.569 -0.043 1.992
O -0.256 1.912 0.745

=====

no.,maximum force (eV Å⁻¹),E (Ha)
1,1.96,-8058.13734
2,4.26,-2573.78951